No. 1
C5H14NO2 | ωB97M-V with the def2-TZVPD basis set

```
22
Properties=species:S:1:pos:R:3:nbo_charge:R:1
C -0.663 3.127 -0.851 -0.619
C -0.444 2.607 0.578 -0.463
C 0.486 1.447 0.596 -0.061
C 0.097 0.188 0.708 -0.127
N 1.022 -0.896 0.685 -0.408
C 0.819 -2.004 1.284 0.143
H -1.699 3.452 -0.953 0.235
H -0.664 2.347 -1.618 0.216
H -0.091 4.030 -1.056 0.233
H -1.387 2.461 1.108 0.225
H -0.032 3.436 1.165 0.241
H 1.487 1.746 0.289 0.219
H -0.879 -0.077 1.081 0.241
H 1.823 -0.892 0.062 0.449
H 0.112 -2.178 2.085 0.233
H 1.415 -2.861 0.999 0.231
H -2.019 -1.923 -0.453 0.490
H -2.621 -2.666 0.803 0.499
O -1.813 -2.315 0.407 -0.977
H 2.093 -2.500 -2.739 0.482
H 1.101 -3.533 -2.236 0.482
O 1.856 -2.997 -1.945 -0.962
```

Output
Energy, eV: -10989.3955
ΔE to the lowest compared entry with this formula, charge and spin, kJ/mol: 232.41
LUMO, eV: -4.5
Total charge: +1
HOMO level, eV: -14.0

=====

No. 2
C3H4INO2 | ωB97M-V with the def2-TZVPD basis set

```
11
Properties=species:S:1:pos:R:3:nbo_charge:R:1
C 0.099 -0.206 -0.811 0.572
C -1.625 0.067 1.160 -0.347
C -1.045 0.407 0.009 -0.252
N 1.425 0.045 -0.634 -0.284
O -0.166 -0.841 -1.851 -0.599
O 2.163 0.545 0.433 -0.500
I 2.540 -0.928 -2.161 0.318
H 1.938 -0.076 1.144 0.469
H -1.271 -0.682 1.741 0.183
H -2.586 0.441 1.531 0.213
H -1.473 1.228 -0.561 0.227
```

Output
Energy, eV: -16857.7207
ΔE to the lowest compared entry with this formula, charge and spin, kJ/mol: 358.38
LUMO, eV: -0.6
HOMO level, eV: -9.2

=====

No. 3
C42H86BIN4O11P | ωB97M-V with the def2-TZVPD basis set

```
146
Properties=species:S:1:pos:R:3:lowdin_charge:R:1
C -6.205 -5.442 -0.188 -0.130
C -5.736 -5.744 -1.704 -0.252
C -4.933 -4.542 -2.380 -0.213
C -5.887 -3.281 -2.795 -0.153
C -5.911 -2.254 -1.556 -0.167
N -5.263 -0.932 -1.817 0.010
C -5.615 -0.239 -3.045 -0.185
N -6.807 0.154 -3.511 0.016
P -8.294 -0.106 -2.561 0.786
N -8.198 0.464 -1.079 -0.272
B -6.998 0.843 -4.862 -0.596
O -7.417 -0.003 -5.967 0.109
O -6.808 2.249 -5.027 -0.001
C -6.096 2.567 -6.256 -0.069
N -4.323 -0.031 -3.739 0.159
C -3.269 0.077 -2.652 -0.305
C -3.369 1.352 -1.693 -0.131
C -3.155 2.769 -2.425 -0.255
C -1.922 3.496 -1.652 -0.613
I -2.513 4.177 0.354 0.868
C -1.824 -0.286 -3.295 -0.052
O -0.851 0.789 -3.148 -0.069
C -0.324 1.210 -4.398 -0.379
C -0.515 2.647 -5.051 0.012
O 0.391 0.393 -5.029 0.055
C -3.796 -1.180 -1.772 -0.234
C -3.055 -1.385 -0.369 -0.120
C -3.773 -0.696 0.889 -0.181
C -2.774 0.203 1.798 -0.209
C -1.376 -0.503 2.100 -0.200
C -0.520 0.279 3.246 -0.192
C 0.998 0.568 2.809 -0.201
C 2.053 -0.420 3.514 -0.153
C 3.466 -0.512 2.729 -0.222
O 3.370 -1.443 1.609 -0.256
C 4.664 -1.766 1.066 -0.156
H -5.434 -4.827 0.397 0.071
H -6.432 -6.407 0.398 0.083
H -7.189 -4.838 -0.161 0.074
H -6.639 -6.106 -2.322 0.115
H -5.041 -6.659 -1.627 0.112
H -4.088 -4.175 -1.687 0.104
H -4.516 -4.932 -3.377 0.115
H -5.437 -2.865 -3.753 0.111
H -6.930 -3.739 -2.933 0.115
H -5.414 -2.800 -0.674 0.116
H -7.018 -2.152 -1.240 0.093
H -9.377 0.584 -3.239 0.053
H -8.608 -1.516 -2.472 0.037
H -8.898 1.201 -0.914 -0.014
H -8.345 0.251 -6.196 0.132
H -5.533 1.687 -6.718 0.109
H -5.410 3.460 -6.025 0.115
H -6.805 2.947 -7.082 0.117
H -4.204 0.912 -4.166 0.135
H -4.388 1.395 -1.154 0.130
H -2.598 1.260 -0.841 0.100
H -2.854 2.555 -3.504 0.073
H -4.040 3.471 -2.313 0.104
H -0.983 2.846 -1.639 0.062
H -1.676 4.432 -2.249 0.047
H -1.898 -0.520 -4.408 0.148
H -1.412 -1.170 -2.683 0.149
H 0.130 3.460 -4.550 0.110
H -1.593 3.011 -5.075 0.070
H -0.175 2.581 -6.148 0.104
H -3.425 -2.070 -2.413 0.155
H -1.953 -1.092 -0.498 0.117
H -3.050 -2.518 -0.163 0.119
H -4.628 -0.031 0.521 0.099
H -4.255 -1.476 1.577 0.118
H -3.363 0.421 2.761 0.123
H -2.555 1.223 1.320 0.043
H -0.696 -0.606 1.193 0.096
H -1.533 -1.562 2.530 0.123
H -1.059 1.283 3.426 0.097
H -0.583 -0.275 4.251 0.118
H 1.124 0.560 1.675 0.108
H 1.231 1.649 3.141 0.107
H 2.274 -0.119 4.595 0.110
H 1.615 -1.474 3.547 0.105
H 3.810 0.497 2.316 0.125
H 4.318 -0.897 3.405 0.109
H 5.296 -0.832 0.832 0.094
H 4.505 -2.285 0.050 0.092
H 5.275 -2.495 1.695 0.093
C 6.349 1.536 6.872 -0.018
C 5.232 1.465 5.865 -0.486
O 4.836 0.397 5.433 0.043
C 4.624 2.765 5.413 -0.013
H 6.690 0.525 7.106 0.084
H 7.186 2.101 6.458 0.058
H 5.991 2.006 7.790 0.092
H 5.386 3.385 4.935 0.088
H 4.191 3.290 6.267 0.090
H 3.833 2.562 4.688 0.073
C -2.684 6.408 5.632 -0.024
C -1.619 5.543 5.010 -0.503
O -0.625 5.221 5.630 0.070
C -1.832 5.094 3.588 -0.113
H -2.397 6.655 6.656 0.085
H -2.789 7.335 5.064 0.086
H -3.633 5.869 5.654 0.086
H -1.899 5.963 2.930 0.060
H -2.745 4.496 3.521 0.063
H -0.987 4.479 3.272 0.062
C 2.102 -0.025 -9.375 -0.024
C 0.745 -0.602 -9.066 -0.504
O -0.163 -0.550 -9.874 0.055
C 0.556 -1.244 -7.718 -0.027
H 2.092 0.404 -10.379 0.084
H 2.342 0.763 -8.659 0.083
H 2.857 -0.813 -9.338 0.087
H 0.728 -0.508 -6.929 0.047
H 1.243 -2.085 -7.607 0.091
H -0.468 -1.614 -7.634 0.082
C 11.131 4.534 6.946 -0.024
C 10.042 3.767 6.243 -0.497
O 8.888 3.816 6.624 0.052
C 10.438 2.938 5.050 -0.022
H 10.701 5.085 7.785 0.084
H 11.883 3.842 7.330 0.087
H 11.588 5.246 6.257 0.087
H 11.161 2.176 5.350 0.088
H 10.865 3.580 4.276 0.087
H 9.554 2.442 4.644 0.080
C 8.493 -3.739 -1.531 -0.022
C 7.599 -2.528 -1.512 -0.485
O 6.899 -2.275 -0.550 0.046
C 7.605 -1.642 -2.729 -0.022
H 8.386 -4.283 -0.591 0.085
H 8.206 -4.400 -2.352 0.086
H 9.535 -3.431 -1.641 0.087
H 7.279 -2.210 -3.604 0.086
H 8.608 -1.241 -2.892 0.086
H 6.915 -0.810 -2.575 0.083
C 3.119 -4.045 4.160 -0.023
C 1.758 -4.615 4.459 -0.504
O 0.857 -4.564 3.642 0.050
C 1.554 -5.252 5.808 -0.027
H 3.120 -3.619 3.154 0.071
H 3.356 -3.253 4.874 0.090
H 3.871 -4.835 4.209 0.089
H 1.722 -4.515 6.596 0.086
H 2.238 -6.095 5.928 0.085
H 0.529 -5.619 5.884 0.081
```

Output
Energy, eV: -91486.8041
ΔE to the lowest compared entry with this formula, charge and spin, kJ/mol: 656.79
LUMO, eV: -3.3
Total charge: +1
HOMO level, eV: -10.3

=====

No. 4
C7H10O2S2 | ωB97M-V with the def2-TZVPD basis set

```
21
Properties=species:S:1:pos:R:3:nbo_charge:R:1
C -0.714 2.269 0.065 -0.636
C 0.063 1.185 -0.674 -0.284
S -1.256 0.309 -1.699 0.321
C -1.956 -0.815 -0.612 -0.249
C -1.566 -0.990 0.722 -0.395
C -0.405 -0.502 1.260 -0.030
S -0.007 -0.925 2.855 -0.055
C 0.667 0.202 0.262 -0.366
C 1.258 -0.986 -0.415 0.348
O 1.809 -1.903 0.485 -0.702
O 2.177 -0.553 -1.416 -0.723
H -1.640 2.431 -0.478 0.225
H -0.187 3.176 0.084 0.221
H -0.870 2.069 1.069 0.224
H 0.692 1.620 -1.624 0.277
H -2.642 -1.415 -1.025 0.215
H -2.289 -1.562 1.287 0.241
H 1.410 0.734 0.966 0.255
H 0.519 -1.651 -0.877 0.158
H 2.235 -1.355 1.181 0.474
H 2.704 -1.339 -1.415 0.481
```

Output
Energy, eV: -33184.4407
SMILES: C[C@@H]1SC=CC(=S)[C@H]1C(O)O
ΔE to the lowest compared entry with this formula, charge and spin, kJ/mol: 4.97
LUMO (alpha / beta), eV: -1.0 / -1.0
HOMO level (alpha / beta), eV: -8.2 / -8.2

=====

No. 5
C4H11NO2 | ωB97M-V with the def2-TZVPD basis set

```
18
Properties=species:S:1:pos:R:3:nbo_charge:R:1
C -0.416 0.493 0.484 0.353
C -2.093 -1.092 0.127 -0.145
C -0.126 -0.878 0.330 -0.356
C 2.431 0.633 -0.435 -0.422
N 1.529 0.480 0.684 -0.853
O -0.692 1.238 -0.625 -0.698
O -2.452 -0.855 -1.202 -0.727
H -0.600 2.170 -0.387 0.500
H -2.210 0.059 -1.420 0.478
H 2.008 0.258 1.555 0.352
H -0.767 0.877 1.434 0.196
H -2.727 -0.566 0.847 0.150
H -2.138 -2.162 0.320 0.176
H 0.053 -1.459 1.222 0.234
H 0.173 -1.245 -0.643 0.241
H 1.862 0.808 -1.356 0.185
H 3.106 1.494 -0.316 0.167
H 3.059 -0.253 -0.619 0.169
```

Output
Energy, eV: -9906.3432
ΔE to the lowest compared entry with this formula, charge and spin, kJ/mol: 569.13
LUMO, eV: 0.5
HOMO level, eV: -6.8

=====

No. 6
C3H6N2S | ωB97M-V with the def2-TZVPD basis set

```
12
Properties=species:S:1:pos:R:3:nbo_charge:R:1
C -2.210 0.138 0.233 -0.406
N -0.961 -0.569 -0.280 -0.351
N 0.004 0.218 -0.202 -0.169
C 1.230 -0.155 -0.135 -0.127
C 2.510 0.629 -0.088 -0.291
S 3.915 -0.243 0.092 0.002
H -2.276 0.026 1.403 0.189
H -2.168 1.261 0.036 0.233
H -3.007 -0.318 -0.220 0.193
H -0.887 -1.522 -0.196 0.355
H 1.499 -1.270 -0.115 0.148
H 2.353 1.805 -0.530 0.224
```

Output
Energy, eV: -17020.2837
SMILES: CN/N=C/C=S
ΔE to the lowest compared entry with this formula, charge and spin, kJ/mol: 362.53
LUMO, eV: -0.6
HOMO level, eV: -8.5

=====

No. 7
C17H27BNO5 | ωB97M-V with the def2-TZVPD basis set

```
51
Properties=species:S:1:pos:R:3:nbo_charge:R:1
C -0.583 4.813 3.721 -0.241
O -0.491 3.522 3.178 -0.539
C -1.148 2.559 3.981 -0.051
C -0.950 1.148 3.421 -0.414
C -0.701 1.073 1.916 -0.396
C -0.743 -0.372 1.395 -0.364
C 0.637 -1.073 1.497 -0.814
B 1.400 -1.027 0.134 0.961
C 2.760 -0.221 -0.006 -0.471
O 3.416 0.002 1.261 -0.367
N 3.867 1.283 1.382 0.352
O 4.421 1.446 2.404 -0.316
C 0.785 -1.713 -1.128 -0.875
C 0.861 -0.855 -2.363 0.040
C 1.990 -0.806 -3.184 -0.243
C 2.034 0.048 -4.280 -0.203
C 0.955 0.867 -4.581 -0.256
C -0.194 0.826 -3.789 -0.015
C -1.395 1.667 -4.136 -0.627
C -0.219 -0.032 -2.696 -0.184
H -0.035 4.888 4.671 0.159
H -1.628 5.094 3.911 0.157
H -0.151 5.503 2.999 0.190
H -2.218 2.810 4.037 0.151
H -0.752 2.621 5.005 0.157
H -1.845 0.565 3.653 0.201
H -0.123 0.669 3.954 0.200
H 0.278 1.515 1.708 0.202
H -1.444 1.686 1.397 0.199
H -1.104 -0.373 0.364 0.214
H -1.474 -0.945 1.971 0.204
H 0.476 -2.131 1.737 0.272
H 1.208 -0.637 2.323 0.207
H 3.467 -0.730 -0.671 0.208
H 2.552 0.757 -0.460 0.234
H 1.310 -2.665 -1.291 0.279
H -0.251 -2.008 -0.933 0.318
H 2.833 -1.455 -2.969 0.202
H 2.925 0.061 -4.900 0.199
H 1.002 1.528 -5.441 0.196
H -2.075 1.738 -3.286 0.215
H -1.942 1.232 -4.975 0.214
H -1.093 2.677 -4.418 0.206
H -1.123 -0.089 -2.097 0.209
C -2.691 -5.524 -0.644 -0.732
C -1.559 -4.473 -0.605 0.767
O -0.448 -4.843 -0.167 -0.789
O -1.869 -3.329 -1.022 -0.807
H -2.348 -6.488 -0.267 0.194
H -3.532 -5.175 -0.041 0.198
H -3.047 -5.638 -1.669 0.199
```

Output
Energy, eV: -30469.9798
LUMO, eV: 2.6
Total charge: -1
HOMO level, eV: -4.4

=====

No. 8
C17H22N4O4 | ωB97M-V with the def2-TZVPD basis set

```
47
Properties=species:S:1:pos:R:3:nbo_charge:R:1
O -4.654 -2.424 0.150 -0.453
N -3.619 -3.101 0.142 0.527
O -3.648 -4.322 0.192 -0.406
C -2.377 -2.460 0.068 -0.120
C -1.232 -3.271 0.035 -0.102
C 0.024 -2.750 -0.052 -0.338
C 0.208 -1.348 -0.111 0.271
N 1.454 -0.810 -0.207 -0.410
C 1.668 0.564 -0.604 -0.233
C 3.066 0.694 -1.214 -0.219
N 4.129 0.389 -0.271 -0.467
C 4.712 1.543 0.393 -0.240
C 6.125 1.198 0.876 -0.065
O 6.918 0.730 -0.182 -0.719
C 3.718 -0.644 0.674 -0.229
C 2.654 -1.564 0.084 -0.222
C -0.924 -0.534 -0.078 -0.408
C -2.223 -1.045 0.010 0.342
N -3.293 -0.231 0.060 -0.597
C -3.259 1.203 -0.054 -0.260
C -4.650 1.749 -0.052 0.273
C -5.815 1.269 -0.575 -0.311
C -6.810 2.226 -0.257 -0.307
C -6.176 3.213 0.428 0.084
O -4.867 2.932 0.560 -0.398
H -1.381 -4.340 0.068 0.248
H 0.868 -3.417 -0.108 0.218
H 0.925 0.845 -1.355 0.216
H 1.573 1.248 0.252 0.185
H 3.203 1.704 -1.603 0.215
H 3.145 0.000 -2.058 0.197
H 4.110 1.896 1.248 0.170
H 4.792 2.350 -0.337 0.204
H 6.077 0.449 1.680 0.151
H 6.614 2.091 1.269 0.185
H 6.360 0.142 -0.709 0.476
H 3.317 -0.195 1.599 0.176
H 4.591 -1.245 0.946 0.209
H 3.048 -2.054 -0.817 0.192
H 2.426 -2.334 0.824 0.223
H -0.806 0.535 -0.089 0.216
H -4.197 -0.692 0.133 0.444
H -2.749 1.494 -0.986 0.203
H -2.712 1.657 0.784 0.209
H -5.955 0.353 -1.111 0.235
H -7.850 2.178 -0.508 0.231
H -6.526 4.129 0.859 0.204
```

Output
Energy, eV: -32132.7788
SMILES: O=[N+]([O-])c1ccc(N2CCN(CCO)CC2)cc1NCc1ccco1
ΔE to the lowest compared entry with this formula, charge and spin, kJ/mol: 690.40
LUMO, eV: 0.0
HOMO level, eV: -8.1

=====

Which formula does entry 6 have? C3H6N2S